{"formula": "C4H6NO2", "method": "ωB97M-V/def2-TZVPD", "symbols": ["C", "C", "C", "C", "N", "O", "O", "H", "H", "H", "H", "H", "H"], "xyz": [[1.249, -0.033, 1.414], [0.289, 0.439, 0.395], [1.628, -1.233, 1.702], [-0.236, -0.384, -0.757], [-1.303, 0.454, -1.378], [2.068, -2.225, 2.049], [-0.188, 1.578, 0.521], [1.640, 0.741, 2.012], [0.596, -0.451, -1.464], [-0.893, -1.156, -0.384], [-2.308, 0.229, -0.922], [-1.483, 0.688, -2.361], [-1.058, 1.353, -0.827]], "forces_ev_per_a": [[-2.16, 1.97, -2.61], [0.04, 1.34, 2.54], [1.17, -1.92, 0.52], [-0.73, 0.47, -0.84], [-3.48, 1.73, 2.17], [-0.23, -0.40, -0.10], [0.67, -1.10, -0.67], [0.39, 0.74, 0.83], [-0.36, -1.24, 0.01], [1.42, -1.54, -0.06], [2.80, 0.41, -1.52], [0.81, -0.70, 0.12], [-0.35, 0.23, -0.39]], "lumo_energy_ev": -3.92, "orbital_gap_ev": 10.30, "e_tot_ha": -360.94053, "e_homo_ha": -0.5226, "charge": 1, "smiles": "[NH3+]CC(=O)C=C=O", "relative_energy_ev": 0.9088}